1.
The following is a DFT calculation (ωB97M-V/def2-TZVPD) of C4H5FS2 in the gas phase in a non-equilibrium geometry.

Gap between HOMO and LUMO   8.28 eV

Structure (ORCA input):
```
! wB97M-V def2-TZVPD RIJCOSX def2/J DEFGRID3
* xyz 0 1
C 0.063 2.345 -0.632
C 0.451 0.829 -0.560
S 1.990 0.313 -0.889
S -0.822 0.083 0.173
C -0.062 -1.318 0.601
C -0.543 -2.640 0.521
F -0.097 -3.645 1.427
H 0.912 3.058 -1.142
H -0.821 2.345 -1.300
H -0.150 3.012 0.373
H 0.368 -1.186 1.673
H -1.290 -3.196 -0.244
*
```

These are the Löwdin partial charges, in e, on atoms 1 to 6:
1 C -0.246
2 C -1.207
3 S 0.658
4 S 0.941
5 C -0.548
6 C -0.100

---

2.
The following is a DFT calculation (ωB97M-V/def2-TZVPD) of CH3I2NO in the gas phase in a non-equilibrium geometry.

Gap between HOMO and LUMO (spin up / spin down)   6.59 / 6.16 eV

Structure (ORCA input):
```
! wB97M-V def2-TZVPD RIJCOSX def2/J DEFGRID3
* xyz 0 3
C -1.066 -0.455 0.052
N 1.077 0.541 -0.388
O -0.089 0.423 0.532
I 1.830 2.405 -0.199
I 2.453 -0.979 -0.129
H -1.681 -0.422 0.942
H -0.978 -1.570 -0.031
H -1.546 0.057 -0.778
*
```

These are the Löwdin partial charges, in e, on atoms 1 to 6:
1 C -0.159
2 N -1.040
3 O -0.396
4 I 0.713
5 I 0.610
6 H 0.087

---

Number 1: E -28613.545 eV. Number 2: E -20818.558 eV.